{
  "formula": "C28H31ClN6O6PdSTe",
  "method": "ωB97M-V/def2-TZVPD",
  "symbols": ["Pd", "S", "N", "C", "C", "C", "C", "C", "N", "C", "C", "N", "C", "C", "C", "C", "C", "N", "H", "H", "H", "H", "H", "H", "O", "C", "C", "C", "C", "C", "C", "N", "H", "H", "H", "H", "H", "H", "H", "H", "H", "H", "H", "Te", "C", "C", "C", "C", "C", "C", "H", "H", "H", "H", "H", "C", "N", "C", "C", "C", "O", "H", "H", "H", "H", "H", "H", "H", "H", "H", "O", "Cl", "O", "O", "O"],
  "positions_angstrom": [[1.07944, -0.11961, -0.03061], [-3.18350, 6.12238, 0.38963], [-1.93287, 5.67405, 1.29429], [-1.47372, 4.55824, 0.75627], [-0.31880, 3.80722, 1.22624], [0.48645, 4.18658, 2.30532], [1.57181, 3.41103, 2.63791], [1.84135, 2.26530, 1.89255], [1.08134, 1.91016, 0.86781], [0.01025, 2.64988, 0.53749], [-0.78334, 2.18246, -0.59530], [-0.41134, 1.01466, -1.14864], [-1.04315, 0.55797, -2.22725], [-2.10569, 1.25062, -2.79934], [-2.52470, 2.42933, -2.21952], [-1.85626, 2.91076, -1.08945], [-2.20928, 4.13291, -0.38054], [-3.21384, 4.93206, -0.69085], [0.24075, 5.08714, 2.85575], [2.22227, 3.67603, 3.46165], [2.68071, 1.62457, 2.11862], [-0.70524, -0.39261, -2.61930], [-2.59345, 0.84961, -3.67739], [-3.35883, 2.99541, -2.61841], [0.32777, -0.25555, 2.26074], [-0.58122, -0.58176, 3.04491], [-0.30305, -0.70310, 4.51904], [-1.08330, 0.31421, 5.40391], [-2.13310, 1.15094, 4.66713], [-3.35445, 0.33805, 4.23195], [-2.96586, -0.98348, 3.56136], [-1.83600, -0.83454, 2.63485], [0.76850, -0.57735, 4.63461], [-0.53626, -1.72765, 4.81693], [-0.36159, 0.98458, 5.86673], [-1.56882, -0.22251, 6.22046], [-1.67191, 1.62886, 3.79419], [-2.46296, 1.96478, 5.31492], [-3.97133, 0.93422, 3.55406], [-3.97368, 0.10623, 5.10222], [-3.80044, -1.39478, 2.99881], [-2.69480, -1.72652, 4.30959], [-2.02750, -0.65565, 1.66303], [2.78481, -0.22222, -2.55316], [1.95199, 0.01873, -4.41929], [1.75797, 1.33314, -4.86074], [1.28369, 1.54574, -6.14301], [1.01430, 0.46052, -6.97123], [1.20741, -0.84336, -6.52075], [1.67815, -1.07458, -5.24028], [1.97908, 2.18005, -4.21882], [1.13451, 2.55651, -6.50073], [0.65724, 0.63212, -7.97880], [0.99588, -1.68132, -7.17202], [1.83044, -2.09191, -4.89833], [1.28926, -5.38338, -0.69043], [1.33211, -4.07661, -1.37344], [2.34449, -3.93307, -2.41763], [0.58982, -3.06451, -0.97300], [-0.40869, -3.29726, 0.12666], [0.68592, -1.91331, -1.49768], [1.92961, -6.06987, -1.23496], [0.28365, -5.79449, -0.67955], [1.66057, -5.30333, 0.33083], [2.20907, -4.72025, -3.15718], [3.34384, -4.00404, -1.98928], [2.22939, -2.97094, -2.90268], [-1.11815, -4.07799, -0.14794], [-0.94884, -2.37379, 0.30161], [0.08961, -3.59773, 1.05054], [2.01947, -1.97025, 1.01841], [3.43190, -1.57374, 0.79748], [3.89240, -2.14380, -0.45072], [4.24787, -1.92373, 1.89242], [3.35085, -0.09644, 0.62727]],
  "atomic_forces_ev_per_a": [[-0.7, 0.0, 0.9], [-0.4, 0.4, 0.1], [0.0, 0.0, -0.2], [0.2, -0.3, 0.0], [-0.1, 0.2, 0.0], [-0.1, 0.1, 0.0], [0.1, 0.1, 0.1], [0.0, 0.0, -0.1], [0.1, -0.2, 0.1], [0.1, -0.1, -0.1], [0.2, -0.1, 0.0], [0.1, -0.2, -0.3], [-0.1, 0.1, 0.1], [0.0, 0.0, 0.0], [-0.1, 0.1, 0.0], [-0.2, 0.2, 0.0], [0.2, -0.3, -0.1], [0.1, 0.1, 0.1], [0.0, 0.0, 0.0], [0.0, 0.0, -0.1], [0.0, -0.1, 0.0], [0.0, 0.0, 0.0], [0.0, 0.0, 0.0], [0.0, 0.0, 0.0], [-0.5, -0.2, -0.2], [-0.1, 0.1, 0.0], [-0.1, 0.0, 0.1], [0.0, 0.0, -0.1], [0.0, -0.1, 0.0], [0.1, 0.0, -0.1], [0.1, 0.1, 0.0], [0.1, 0.1, 0.2], [0.1, 0.0, 0.0], [0.0, 0.0, 0.0], [0.0, 0.0, 0.0], [0.0, 0.0, 0.0], [0.0, 0.0, 0.0], [0.0, 0.0, 0.0], [0.0, 0.0, 0.0], [0.0, 0.0, 0.0], [0.0, 0.0, 0.0], [0.0, 0.0, 0.0], [0.0, 0.0, -0.1], [0.4, 0.1, -0.3], [0.1, 0.1, 0.3], [-0.1, 0.1, -0.1], [0.0, 0.0, 0.0], [0.0, 0.0, 0.0], [0.0, 0.0, 0.0], [-0.1, -0.1, -0.1], [0.0, -0.1, 0.0], [0.0, 0.0, 0.0], [0.0, 0.0, 0.0], [0.0, 0.0, 0.0], [0.0, 0.1, 0.0], [0.0, 0.2, -0.1], [0.2, -0.3, 0.0], [-0.1, -0.1, 0.1], [-0.1, -0.1, 0.2], [0.1, -0.1, 0.0], [0.1, 0.3, 0.0], [0.0, 0.0, 0.0], [-0.1, 0.0, 0.0], [0.0, 0.1, 0.0], [0.0, 0.0, 0.0], [0.0, 0.0, 0.0], [0.0, 0.0, 0.0], [0.0, 0.0, 0.0], [0.0, 0.1, 0.0], [0.0, 0.0, -0.1], [0.6, 0.2, -0.1], [0.3, -0.1, -0.2], [-0.2, 0.2, 0.6], [-0.3, 0.1, -0.3], [0.3, -0.4, -0.2]],
  "lowdin_charge": [1.013, 1.091, -0.191, -0.301, -0.069, 0.045, 0.006, -0.080, 0.027, -0.144, -0.137, 0.012, -0.102, -0.005, 0.048, -0.066, -0.304, -0.194, 0.135, 0.127, 0.116, 0.100, 0.124, 0.136, -0.038, -0.453, -0.074, -0.154, -0.199, -0.167, -0.149, 0.092, 0.123, 0.127, 0.112, 0.121, 0.103, 0.119, 0.113, 0.123, 0.126, 0.122, 0.136, 1.619, -0.612, -0.147, -0.049, -0.027, -0.043, -0.122, 0.102, 0.122, 0.124, 0.123, 0.096, 0.009, -0.098, -0.019, -0.491, 0.017, -0.229, 0.101, 0.099, 0.108, 0.110, 0.099, 0.011, 0.103, 0.064, 0.099, -0.399, 0.715, -0.393, -0.209, -0.452],
  "e_lumo_ev": [-5.81, -8.80],
  "de_lowest_ev": 1.590,
  "multiplicity": 5,
  "gap_ev": [8.4, 5.4],
  "total_energy_ev": -84873.49866,
  "total_charge": 2
}

{
  "formula": "C28H31N3O5S",
  "method": "ωB97M-V/def2-TZVPD",
  "symbols": ["C", "C", "N", "C", "O", "C", "C", "C", "N", "S", "O", "O", "C", "C", "C", "C", "N", "C", "C", "C", "C", "O", "O", "C", "C", "C", "C", "C", "C", "C", "C", "C", "C", "C", "C", "C", "C", "H", "H", "H", "H", "H", "H", "H", "H", "H", "H", "H", "H", "H", "H", "H", "H", "H", "H", "H", "H", "H", "H", "H", "H", "H", "H", "H", "H", "H", "H", "H"],
  "positions_angstrom": [[3.12447, 4.79114, 2.69880], [2.55878, 3.86385, 1.62981], [2.88714, 2.48251, 1.96197], [2.55736, 1.47583, 1.14057], [2.05260, 1.68202, 0.04644], [2.82712, 0.07728, 1.67700], [1.50660, -0.48818, 2.22794], [1.70487, -1.93740, 2.67529], [2.21902, -2.71145, 1.57967], [1.60987, -4.22202, 1.28672], [1.21929, -4.83477, 2.52575], [2.54230, -4.90857, 0.44109], [0.11792, -3.87894, 0.35056], [-0.95386, -4.77568, 0.42626], [-2.08132, -4.54706, -0.31417], [-2.17726, -3.39832, -1.13049], [-3.29661, -3.20121, -1.84805], [-3.40981, -2.14477, -2.60962], [-2.41220, -1.13588, -2.69603], [-1.26281, -1.30951, -1.95646], [-0.17760, -0.27142, -1.92930], [0.47880, 0.05675, -2.88267], [-0.03061, 0.22079, -0.70839], [-1.09572, -2.47686, -1.17025], [0.06897, -2.76606, -0.43400], [-2.62570, 0.11021, -3.50615], [-3.74642, -0.03749, -4.52935], [-4.98068, -0.62770, -3.85910], [-4.67396, -2.05137, -3.41201], [3.48489, -2.26883, 1.05911], [3.36983, -0.82697, 0.56463], [1.06025, 4.02750, 1.49533], [0.52045, 4.71410, 0.41782], [-0.85009, 4.85717, 0.29338], [-1.69500, 4.31064, 1.24370], [-1.16340, 3.62400, 2.32166], [0.20679, 3.48584, 2.44764], [2.66470, 4.58380, 3.66304], [4.20208, 4.66725, 2.78226], [2.91315, 5.82400, 2.43618], [3.02047, 4.08686, 0.65989], [3.26901, 2.29505, 2.87490], [3.56047, 0.12595, 2.48973], [0.74485, -0.44887, 1.44862], [1.16319, 0.11281, 3.07209], [2.39917, -1.97521, 3.52858], [0.76108, -2.38897, 2.98130], [-0.85584, -5.63320, 1.07274], [-2.91864, -5.22642, -0.29917], [0.73554, 0.85408, -0.63069], [0.92444, -2.11400, -0.48463], [-2.87198, 0.92379, -2.81451], [-1.69164, 0.38077, -4.00123], [-3.42335, -0.69656, -5.33768], [-3.97289, 0.93829, -4.96214], [-5.25423, -0.01787, -2.99530], [-5.82638, -0.63343, -4.54870], [-4.55102, -2.69015, -4.29225], [-5.48949, -2.47366, -2.82339], [4.25849, -2.32949, 1.84010], [3.75454, -2.94931, 0.25180], [4.35071, -0.47219, 0.24386], [2.70073, -0.77397, -0.29440], [1.17645, 5.12947, -0.33287], [-1.25913, 5.39007, -0.55211], [-2.76503, 4.41566, 1.14358], [-1.81724, 3.19259, 3.06528], [0.61354, 2.94368, 3.29004]],
  "atomic_forces_ev_per_a": [[0.0, -0.1, -0.2], [-0.1, 0.1, -0.1], [0.2, 0.4, 0.2], [0.4, -0.5, 0.5], [-0.1, 0.2, -0.3], [-0.3, 0.0, -0.4], [0.2, -0.2, 0.1], [-0.5, 0.3, 0.3], [-0.3, -1.0, -0.2], [0.1, 0.3, 0.0], [-0.2, 0.2, -0.1], [0.0, 0.2, -0.1], [0.6, 0.2, 0.2], [-0.3, -0.2, 0.0], [0.3, -0.1, 0.2], [0.6, 0.4, 0.0], [-0.4, -0.2, -0.1], [0.1, -0.2, 0.2], [0.6, 0.0, 0.3], [-0.3, -0.1, -0.2], [0.0, 0.1, -0.2], [0.0, 0.0, -0.1], [0.0, 0.2, 0.3], [-0.4, -0.3, 0.0], [0.1, 0.0, 0.1], [0.0, 0.1, -0.3], [-0.1, 0.2, 0.2], [0.1, -0.2, -0.3], [-0.2, 0.2, 0.0], [0.4, 0.0, -0.5], [0.0, -0.1, 0.3], [-0.1, 0.0, -0.1], [0.1, 0.0, 0.1], [-0.1, 0.1, 0.0], [-0.1, 0.0, 0.0], [0.0, 0.0, 0.1], [0.1, 0.1, 0.0], [-0.1, 0.0, 0.1], [0.1, 0.0, 0.0], [0.0, 0.1, 0.0], [-0.1, 0.0, 0.1], [0.0, -0.1, -0.1], [0.0, 0.0, 0.0], [0.0, 0.0, 0.0], [0.0, 0.0, 0.0], [-0.1, -0.1, 0.0], [0.0, 0.2, 0.2], [-0.1, -0.1, 0.1], [-0.1, -0.1, 0.0], [-0.1, -0.2, -0.2], [0.0, 0.2, 0.0], [0.0, 0.0, 0.0], [0.0, 0.0, 0.1], [0.0, 0.0, -0.1], [0.0, 0.0, -0.1], [-0.1, 0.1, 0.0], [0.0, 0.0, 0.1], [0.0, 0.0, 0.0], [0.1, -0.1, 0.0], [0.0, -0.1, -0.1], [0.2, 0.1, 0.0], [0.0, 0.0, -0.1], [0.0, 0.0, 0.0], [0.1, 0.0, -0.1], [0.0, 0.0, -0.1], [-0.1, 0.0, 0.0], [-0.1, 0.0, 0.1], [0.0, -0.1, 0.1]],
  "lowdin_charge": [-0.031, -0.315, 0.117, -0.431, 0.070, -0.219, -0.105, -0.178, -0.264, 0.678, -0.280, -0.274, -0.244, -0.045, 0.011, -0.203, 0.167, -0.206, -0.070, -0.007, -0.498, 0.134, 0.105, -0.068, 0.017, -0.129, -0.193, -0.198, -0.130, -0.177, -0.109, -0.207, -0.031, -0.077, -0.089, -0.077, -0.041, 0.083, 0.081, 0.089, 0.150, 0.146, 0.147, 0.110, 0.121, 0.134, 0.124, 0.115, 0.116, 0.090, 0.108, 0.135, 0.117, 0.120, 0.111, 0.118, 0.109, 0.126, 0.117, 0.134, 0.118, 0.130, 0.112, 0.116, 0.103, 0.101, 0.103, 0.110],
  "e_lumo_ev": -0.02,
  "de_lowest_ev": 0.000,
  "gap_ev": 8.8,
  "total_energy_ev": -55084.59215,
  "total_charge": 0
}

{
  "formula": "C28H31N5O2ScTe",
  "method": "ωB97M-V/def2-TZVPD",
  "symbols": ["Sc", "C", "C", "C", "C", "C", "C", "C", "N", "N", "C", "C", "C", "C", "C", "C", "N", "C", "C", "C", "C", "C", "C", "N", "H", "H", "H", "H", "H", "H", "H", "H", "H", "H", "H", "H", "H", "H", "H", "H", "H", "H", "H", "H", "C", "C", "C", "C", "C", "C", "Te", "C", "C", "C", "H", "H", "H", "H", "H", "H", "H", "H", "H", "H", "H", "O", "N", "O"],
  "positions_angstrom": [[0.94091, -0.49885, 0.11273], [1.70947, 2.56535, 0.93436], [2.48389, 2.01150, 2.12662], [1.80454, 0.94001, 2.93805], [1.57437, 1.15059, 4.29009], [0.99480, 0.15277, 5.05502], [0.67037, -1.05048, 4.45275], [0.91242, -1.18467, 3.10308], [1.45855, -0.21404, 2.35194], [1.73155, 1.71181, -0.27865], [0.81950, 2.29597, -1.28869], [0.52077, 1.29006, -2.37344], [-0.05682, 1.67844, -3.57351], [-0.34335, 0.71262, -4.51918], [-0.03891, -0.61921, -4.24815], [0.51514, -0.92993, -3.02645], [0.79073, 0.00589, -2.10195], [3.09814, 1.65460, -0.86290], [3.91572, 0.50486, -0.35386], [5.30055, 0.54935, -0.31690], [5.99245, -0.57282, 0.10365], [5.28102, -1.70387, 0.48035], [3.90310, -1.66709, 0.42403], [3.22795, -0.58195, 0.01136], [2.13235, 3.54299, 0.67273], [0.66432, 2.71598, 1.20665], [2.66925, 2.85070, 2.79641], [3.46993, 1.65625, 1.81686], [1.84793, 2.09700, 4.73540], [0.80152, 0.31297, 6.10719], [0.22209, -1.86266, 5.00579], [0.64874, -2.09999, 2.58698], [1.25175, 3.20456, -1.72605], [-0.11996, 2.56350, -0.79706], [-0.28200, 2.72178, -3.75017], [-0.79856, 0.99004, -5.46056], [-0.24435, -1.40233, -4.96307], [0.74287, -1.95292, -2.75664], [3.62058, 2.60449, -0.70714], [3.00219, 1.52125, -1.94243], [5.82068, 1.45106, -0.61092], [7.07354, -0.56464, 0.14266], [5.78197, -2.59992, 0.81632], [3.30450, -2.52160, 0.71009], [-6.58963, -2.03586, -1.54709], [-5.38951, -1.38194, -0.91927], [-4.77308, -1.92769, 0.19581], [-3.65493, -1.34137, 0.78383], [-3.04744, -1.99702, 1.99373], [-3.14315, -0.16529, 0.23161], [-1.48296, 0.77516, 1.15612], [-3.74480, 0.40662, -0.89612], [-3.23836, 1.67804, -1.52242], [-4.86063, -0.21140, -1.44851], [-6.95665, -2.85800, -0.93450], [-6.34388, -2.43583, -2.53269], [-7.40265, -1.32070, -1.67840], [-5.17139, -2.83951, 0.62719], [-3.61886, -2.88087, 2.27398], [-3.02572, -1.31184, 2.84342], [-2.01464, -2.30389, 1.80250], [-3.29268, 2.51334, -0.82142], [-3.82512, 1.93007, -2.40569], [-2.19113, 1.57715, -1.81852], [-5.33332, 0.23853, -2.31572], [1.10486, -2.64411, 0.22171], [-0.11142, -2.93659, -0.08844], [-0.70918, -1.95651, -0.52447]],
  "atomic_forces_ev_per_a": [[-0.8, 0.3, 0.2], [0.0, 0.0, 0.0], [0.0, 0.0, 0.0], [0.0, 0.0, 0.1], [0.0, 0.0, 0.1], [0.0, 0.0, 0.0], [0.0, 0.0, 0.0], [0.0, 0.0, 0.0], [-0.1, -0.1, 0.0], [0.1, 0.0, -0.1], [0.1, -0.1, -0.1], [0.0, 0.0, 0.0], [0.1, 0.0, 0.0], [0.0, -0.1, 0.0], [0.0, 0.1, 0.0], [0.0, 0.1, 0.0], [-0.2, 0.1, 0.0], [-0.2, 0.1, 0.0], [0.0, -0.1, 0.1], [0.0, 0.0, 0.0], [0.0, -0.1, 0.0], [0.0, 0.0, 0.0], [0.0, 0.1, 0.0], [0.2, -0.2, 0.0], [0.0, 0.0, 0.0], [0.0, 0.0, 0.0], [0.0, 0.0, 0.0], [0.0, 0.0, 0.0], [0.0, 0.0, 0.0], [0.0, 0.0, 0.0], [0.0, 0.0, 0.0], [0.0, 0.0, 0.0], [0.0, 0.0, 0.0], [0.0, -0.1, 0.0], [0.0, 0.0, 0.0], [0.0, 0.0, 0.0], [0.0, 0.0, 0.0], [0.0, 0.0, 0.0], [0.0, 0.0, 0.0], [0.0, 0.0, 0.0], [0.0, 0.0, 0.0], [0.0, 0.0, 0.0], [0.0, 0.0, 0.0], [0.0, 0.0, 0.0], [0.0, 0.0, 0.0], [0.0, 0.0, 0.0], [0.0, 0.0, 0.0], [0.0, 0.0, 0.0], [0.0, 0.0, 0.0], [0.1, 0.0, -0.1], [0.3, 0.0, 0.0], [0.0, 0.0, 0.0], [0.0, 0.0, 0.0], [0.0, 0.0, 0.0], [0.0, 0.0, 0.0], [0.0, 0.0, 0.0], [0.0, 0.0, 0.0], [0.0, 0.0, 0.0], [0.0, 0.0, 0.0], [0.0, 0.0, 0.0], [-0.1, 0.0, 0.0], [0.0, 0.0, 0.0], [0.0, 0.0, 0.0], [0.0, 0.0, 0.0], [0.0, 0.0, 0.0], [0.1, 0.0, 0.1], [0.2, -0.3, 0.0], [0.0, 0.1, -0.1]],
  "lowdin_charge": [0.827, -0.177, -0.088, -0.273, 0.007, -0.018, -0.024, -0.142, -0.015, -0.224, -0.153, -0.266, -0.003, -0.014, -0.016, -0.087, 0.032, -0.099, -0.260, 0.003, -0.021, -0.021, -0.084, 0.036, 0.136, 0.069, 0.126, 0.121, 0.123, 0.122, 0.121, 0.104, 0.147, 0.078, 0.132, 0.123, 0.120, 0.121, 0.143, 0.140, 0.127, 0.122, 0.119, 0.107, -0.048, -0.264, -0.011, -0.323, -0.097, -0.510, 1.039, -0.315, -0.089, -0.018, 0.075, 0.083, 0.082, 0.116, 0.079, 0.062, 0.041, 0.072, 0.078, 0.035, 0.118, -0.237, -0.112, -0.177],
  "e_lumo_ev": -2.92,
  "de_lowest_ev": 0.000,
  "gap_ev": 6.7,
  "total_energy_ev": -69075.88227,
  "total_charge": 1
}